{"formula": "C39H57CaClN3O8P4Se4", "method": "the ωB97M-V functional and the def2-TZVPD basis", "lumo_ev": 1.9, "e_homo_ev": -2.84, "e_above_lowest_kcal_mol": 12.8, "total_charge": -1, "orbital_gap_ev": 4.75, "spin_multiplicity": 1, "total_energy_ha": -14395.924170, "elements": ["Ca", "Se", "Se", "Se", "Se", "C", "C", "C", "O", "P", "O", "C", "P", "O", "O", "C", "C", "C", "O", "C", "C", "C", "O", "C", "C", "C", "H", "H", "H", "H", "H", "H", "H", "H", "H", "H", "H", "H", "H", "H", "H", "H", "H", "H", "H", "H", "H", "H", "H", "H", "H", "H", "H", "H", "H", "H", "O", "P", "C", "P", "O", "C", "C", "C", "C", "C", "C", "C", "C", "C", "C", "C", "C", "C", "C", "C", "C", "C", "C", "C", "C", "C", "C", "C", "C", "H", "H", "H", "H", "H", "H", "H", "H", "H", "H", "H", "H", "H", "H", "H", "H", "H", "H", "H", "H", "H", "H", "Cl", "N", "C", "H", "N", "N", "H", "H", "H", "H"], "coordinates": [[-0.35, -0.50, -0.96], [-4.74, -0.90, 0.80], [-4.74, -0.04, -1.32], [-5.11, -1.96, -2.65], [-3.49, -2.10, -4.29], [1.95, 2.73, -2.57], [3.04, 1.84, -2.00], [4.42, 2.23, -2.53], [2.87, 0.42, -2.30], [1.85, -0.27, -3.27], [0.41, -0.22, -2.95], [2.55, -1.95, -3.23], [1.75, -2.67, -1.76], [1.50, -1.61, -0.77], [2.75, -3.79, -1.20], [3.57, -3.44, -0.04], [4.88, -4.20, -0.17], [2.82, -3.78, 1.23], [0.45, -3.38, -2.19], [0.11, -4.53, -3.01], [1.22, -5.57, -3.03], [-0.26, -4.07, -4.40], [2.22, 0.37, -4.68], [1.31, 0.43, -5.82], [0.29, 1.54, -5.63], [0.64, -0.91, -6.09], [2.08, 3.74, -2.20], [0.96, 2.38, -2.28], [2.02, 2.74, -3.66], [3.03, 1.89, -0.91], [4.44, 2.07, -3.61], [5.19, 1.60, -2.08], [4.62, 3.27, -2.31], [3.63, -1.88, -3.11], [2.31, -2.50, -4.14], [3.77, -2.37, -0.06], [4.70, -5.28, -0.13], [5.55, -3.92, 0.64], [5.37, -3.97, -1.12], [2.57, -4.84, 1.26], [1.89, -3.20, 1.27], [3.42, -3.53, 2.10], [-0.77, -4.93, -2.51], [2.13, -5.15, -3.45], [0.90, -6.41, -3.64], [1.44, -5.92, -2.02], [0.62, -3.75, -4.96], [-0.98, -3.25, -4.35], [-0.73, -4.89, -4.94], [1.98, 0.68, -6.65], [-0.31, 1.33, -4.74], [-0.37, 1.58, -6.50], [0.78, 2.50, -5.52], [-0.05, -1.15, -5.28], [1.38, -1.70, -6.19], [0.07, -0.85, -7.01], [-2.05, 2.90, -0.15], [-2.13, 2.74, 1.32], [-1.79, 1.15, 2.19], [-0.34, 0.02, 2.32], [-0.21, -1.12, 1.35], [-0.95, -0.85, 3.85], [-2.18, -1.51, 3.76], [-2.64, -2.29, 4.80], [-1.88, -2.43, 5.96], [-0.66, -1.79, 6.05], [-0.20, -1.01, 5.00], [1.18, 0.74, 3.03], [1.18, 1.95, 3.71], [2.36, 2.44, 4.24], [3.54, 1.71, 4.12], [3.53, 0.49, 3.45], [2.35, 0.00, 2.91], [-3.87, 2.95, 1.84], [-4.39, 2.68, 3.11], [-5.74, 2.86, 3.36], [-6.59, 3.31, 2.36], [-6.08, 3.57, 1.10], [-4.73, 3.40, 0.84], [-1.22, 4.07, 2.20], [-1.61, 4.54, 3.45], [-0.95, 5.61, 4.03], [0.10, 6.22, 3.37], [0.49, 5.76, 2.11], [-0.18, 4.70, 1.53], [-2.57, 0.47, 1.79], [-2.07, 1.36, 3.22], [-2.79, -1.41, 2.86], [-3.60, -2.79, 4.72], [-2.24, -3.05, 6.77], [-0.06, -1.90, 6.95], [0.76, -0.51, 5.10], [0.26, 2.52, 3.80], [2.37, 3.39, 4.75], [4.46, 2.08, 4.55], [4.45, -0.08, 3.35], [2.32, -0.94, 2.38], [-3.76, 2.29, 3.90], [-6.13, 2.63, 4.35], [-7.64, 3.43, 2.56], [-6.74, 3.90, 0.31], [-4.32, 3.59, -0.14], [-2.44, 4.08, 3.96], [-1.26, 5.97, 5.00], [0.61, 7.06, 3.82], [1.31, 6.24, 1.59], [0.10, 4.34, 0.54], [0.69, 1.45, 0.41], [-2.36, 0.87, -3.15], [-2.35, 0.37, -2.06], [-3.04, 1.06, -3.87], [-1.56, -3.47, -0.02], [-1.91, -2.31, -0.78], [-2.41, -3.89, 0.35], [-1.03, -3.13, 0.78], [-2.69, -1.82, -0.33], [-2.26, -2.61, -1.69]], "lowdin_charge": [1.094, -0.108, -0.091, -0.195, -0.248, -0.060, -0.425, -0.045, -0.184, 0.481, -0.397, -0.159, 0.466, -0.397, -0.183, -0.446, -0.045, -0.034, -0.164, -0.396, -0.049, -0.061, -0.173, -0.409, -0.042, -0.051, 0.092, 0.056, 0.064, 0.097, 0.081, 0.079, 0.083, 0.086, 0.060, 0.135, 0.084, 0.083, 0.078, 0.090, 0.067, 0.086, 0.144, 0.077, 0.087, 0.080, 0.063, -0.016, 0.092, 0.137, 0.059, 0.089, 0.074, 0.069, 0.074, 0.093, -0.361, 0.694, -0.339, 0.611, -0.476, -0.241, -0.083, -0.078, -0.104, -0.098, -0.076, -0.396, -0.086, -0.078, -0.098, -0.085, -0.097, -0.269, -0.106, -0.085, -0.087, -0.073, -0.074, -0.271, -0.086, -0.090, -0.099, -0.082, -0.087, -0.011, 0.053, 0.039, 0.104, 0.095, 0.095, 0.093, 0.095, 0.101, 0.094, 0.097, 0.099, 0.094, 0.100, 0.098, 0.103, 0.103, 0.090, 0.099, 0.096, 0.100, 0.082, 0.243, 0.013, -0.381, 0.057, -0.033, -0.179, 0.067, 0.035, -0.070, 0.008]}